[1]
DFT (the ωB97M-V functional and the def2-TZVPD basis) results for a structure of composition C17H22IN4NiO2 at a distorted geometry.

XYZ file:
```
47
Properties=species:S:1:pos:R:3:forces:R:3
Ni 0.1527 -0.5116 0.4097 -1.620 0.024 0.278
C -4.2468 -1.0759 -1.0973 -0.002 -0.010 0.002
C -3.9005 0.2587 -0.5130 0.588 0.093 0.109
N -4.8454 1.1231 -0.2703 -0.431 -0.210 -0.141
C -4.5705 2.3390 0.2310 0.359 0.087 0.100
C -3.2896 2.7741 0.4526 -0.196 0.152 0.149
C -3.0411 4.1760 0.9594 -0.034 -0.107 -0.151
O -2.1455 4.2272 2.0700 0.085 -0.002 -0.009
C -2.2253 1.8701 0.2195 0.025 -0.754 -0.173
C -0.8719 2.3154 0.3609 -0.038 0.183 0.022
N 0.1769 1.5712 0.4920 0.222 -0.612 -0.063
C 1.4365 2.1841 0.6673 0.188 0.356 0.074
C 1.5805 3.4222 1.3040 -0.088 -0.055 0.000
C 2.8233 4.0085 1.4624 -0.016 -0.008 -0.024
C 3.9659 3.3669 1.0080 0.032 0.022 0.011
C 3.8585 2.1233 0.4079 0.042 -0.057 -0.016
C 2.6079 1.5521 0.2575 -0.045 -0.241 -0.157
I 2.5039 -0.3737 -0.6296 0.629 0.418 -0.002
C -2.5145 0.5479 -0.2169 -0.527 0.774 0.090
O -1.6246 -0.3645 -0.4069 0.493 -0.535 0.282
H -5.1877 -1.0066 -1.6369 -0.026 0.001 0.038
H -4.3587 -1.8276 -0.3106 -0.006 0.000 -0.014
H -3.4573 -1.4138 -1.7676 -0.035 -0.018 -0.014
H -5.4245 2.9704 0.4478 0.030 0.026 -0.031
H -3.9977 4.6367 1.2087 0.007 0.041 -0.049
H -2.5882 4.7762 0.1654 0.012 0.051 0.084
H -2.6474 4.1585 2.8870 -0.045 -0.037 -0.021
H -0.7370 3.3931 0.3320 0.101 0.002 0.058
H 0.7010 3.9148 1.7003 0.001 0.013 -0.002
H 2.8943 4.9709 1.9508 0.021 -0.015 0.014
H 4.9409 3.8174 1.1321 -0.014 0.008 -0.002
H 4.7421 1.6020 0.0660 -0.001 0.015 0.002
N -0.0017 -0.7539 2.4993 0.112 0.113 -0.316
C -1.1469 -1.5662 2.9681 -0.083 -0.217 0.046
C -1.0615 -3.0071 2.4781 0.057 0.280 -0.236
C -1.2946 -3.1709 0.9797 -0.113 -0.058 0.308
N -0.1702 -2.6310 0.1928 0.252 0.415 -0.172
H 0.8586 -1.1541 2.8627 0.033 0.025 0.067
H -0.0709 0.1793 2.8937 0.039 0.039 0.004
H -2.0617 -1.0987 2.5997 0.012 0.021 -0.009
H -1.1847 -1.5677 4.0599 -0.003 0.077 -0.018
H -1.8175 -3.5862 3.0077 0.029 -0.050 0.024
H -0.0841 -3.4236 2.7484 -0.049 -0.088 0.068
H -2.1909 -2.6248 0.6868 0.025 -0.005 -0.068
H -1.4495 -4.2290 0.7580 0.006 0.024 -0.077
H -0.3927 -2.6933 -0.7961 -0.037 -0.104 -0.034
H 0.6599 -3.1938 0.3485 0.007 -0.078 -0.032
```
Positions in Å, forces in eV/Å.

The total energy comes out at -77181.07038 eV. The spin multiplicity is 3. Its charge is +1.

Atomic partial charges in e from the Mulliken method, atoms 1 to 5: 0.212 -1.303 0.827 -0.621 -0.960

[2]
DFT (the ωB97M-V functional and the def2-TZVPD basis) results for a structure of composition C17H22MgO5PS at a distorted geometry.

XYZ file:
```
47
Properties=species:S:1:pos:R:3:forces:R:3
Mg -0.3281 0.4105 -1.2940 -2.139 1.235 0.655
C 4.3986 0.1834 -2.6088 1.164 -0.080 -0.703
O 3.9215 0.4078 -1.2936 -2.589 0.010 0.063
P 2.1578 0.4105 -1.2940 4.162 0.871 -0.238
O 2.0685 1.7682 -2.3737 0.231 -3.104 -0.340
C 1.8677 2.8970 -1.5762 1.095 1.791 0.873
O 2.0833 -1.2435 -1.7957 0.244 2.391 -1.429
C 1.4483 -1.9587 -0.7733 -0.574 -1.286 0.725
H 5.5074 0.1932 -2.5761 -0.534 0.006 0.161
H 4.1026 0.9913 -3.3100 -0.065 -0.536 0.382
H 4.1041 -0.8165 -2.9841 -0.029 0.553 0.081
H 1.8311 3.7804 -2.2423 -0.066 -0.517 0.224
H 2.7227 3.0429 -0.8730 -0.460 -0.068 -0.444
H 0.8896 2.8272 -1.0451 0.387 0.095 -0.103
H 1.3986 -3.0242 -1.0725 0.143 0.568 0.038
H 0.3958 -1.6312 -0.6552 0.445 -0.417 0.489
H 2.0150 -1.8806 0.1838 -0.710 0.029 -0.495
O -1.2274 -0.4196 7.5932 -0.328 -0.287 0.899
C -0.3742 0.5081 7.0981 0.914 0.484 -0.482
O 0.3517 1.1932 7.7964 -1.141 -1.090 -0.268
C -0.3810 0.5344 5.6186 0.078 0.237 0.074
C 0.8404 0.5700 4.9415 -0.155 0.092 -0.818
C 0.8549 0.5362 3.5457 0.195 0.059 1.376
C -0.3480 0.4780 2.8408 0.215 -0.289 -0.659
S -0.3281 0.4105 1.1314 -0.062 0.049 0.245
C -1.5686 0.4751 3.5144 -0.308 0.100 1.215
C -1.5888 0.5092 4.9088 0.345 -0.198 -0.752
H -1.5994 -0.9955 6.8962 0.456 0.719 0.210
H 1.7775 0.6115 5.4884 -0.188 0.007 0.087
H 1.8038 0.5523 3.0150 -0.270 -0.023 -0.011
H -2.5025 0.4500 2.9580 0.271 0.034 0.001
H -2.5456 0.5305 5.4204 0.074 -0.019 0.101
C -2.4938 0.4105 -1.2940 -0.797 -0.244 0.211
C -2.3711 -0.4872 -2.4290 -1.527 1.622 1.999
C -2.4912 -1.8687 -2.2541 0.363 -1.713 -0.809
C -2.4236 -2.7273 -3.3539 0.135 0.567 0.497
C -2.2345 -2.2085 -4.6338 0.007 -0.227 -0.482
C -2.1114 -0.8319 -4.8143 0.027 0.106 0.584
C -2.1816 0.0271 -3.7148 0.510 -0.326 -1.645
H -2.8482 0.0430 -0.3074 0.288 -0.210 -0.956
H -2.8572 1.4500 -1.4367 0.611 -0.724 -0.312
H -2.6472 -2.2891 -1.2636 -0.065 0.198 -0.060
H -2.5234 -3.7998 -3.2113 -0.013 0.080 -0.008
H -2.1851 -2.8763 -5.4898 -0.010 0.074 0.089
H -1.9650 -0.4251 -5.8115 -0.025 -0.034 0.093
H -2.0898 1.0987 -3.8730 -0.102 -0.091 0.159
H -0.3281 2.1841 -1.2940 -0.201 -0.495 -0.517
```
Positions in Å, forces in eV/Å.

The total energy comes out at -53790.48489 eV. Its charge is -1.

Atomic partial charges in e from the Mulliken method, atoms 1 to 5: 0.425 -0.689 -0.480 0.783 -0.327

[3]
DFT (the ωB97M-V functional and the def2-TZVPD basis) results for a structure of composition C17H22N2O4SeW at a distorted geometry.

XYZ file:
```
47
Properties=species:S:1:pos:R:3:forces:R:3
W 0.5580 -0.3298 -0.4159 1.203 0.942 -1.344
C -0.6972 -4.0808 2.0721 -0.049 0.028 0.019
C -0.8611 -2.6793 1.4346 0.091 0.015 0.063
C -1.9784 -2.6757 0.3816 -0.013 0.004 -0.083
C 0.4791 -2.3015 0.8444 -0.173 -0.287 0.093
C 0.8372 -2.7428 -0.4581 0.060 -0.105 0.074
C 2.1019 -2.4648 -1.0182 -0.130 -0.227 0.092
C 3.0836 -1.7545 -0.3002 0.117 -0.027 0.049
C 4.4622 -1.5697 -0.8113 -0.157 0.033 0.045
C 2.6926 -1.2415 0.9716 -0.081 -0.014 0.043
C 1.4317 -1.4997 1.5285 -0.024 -0.372 0.269
H -1.6654 -4.3795 2.4761 0.015 -0.011 0.023
H 0.0265 -4.0809 2.8862 0.002 0.002 0.001
H -0.4022 -4.8187 1.3238 -0.001 0.002 -0.003
H -1.0803 -1.9710 2.2399 -0.025 0.024 -0.028
H -2.0645 -3.6374 -0.1267 0.009 0.003 -0.008
H -1.8426 -1.9192 -0.4177 0.003 0.040 0.041
H -2.9406 -2.4655 0.8460 -0.010 -0.058 0.015
H 0.1331 -3.3607 -1.0092 -0.022 0.117 -0.118
H 2.3256 -2.8614 -2.0051 0.009 0.109 -0.045
H 4.8889 -0.6056 -0.5282 0.017 -0.002 0.009
H 4.5426 -1.7377 -1.8837 0.028 -0.017 0.000
H 5.0818 -2.3330 -0.3121 0.051 0.014 -0.028
H 3.3997 -0.6482 1.5463 -0.018 0.107 -0.081
H 1.2014 -1.1443 2.5302 -0.013 0.095 -0.031
O 1.1717 0.9397 -4.1528 -0.096 -0.079 -0.053
C 1.2461 0.7818 -3.0265 -0.006 -0.050 0.196
O 0.4163 -0.2164 -2.2219 0.001 -0.011 0.370
C 2.1729 1.5082 -1.9709 -0.171 -0.389 0.300
O 2.9809 2.2918 -2.1842 0.013 0.122 0.032
O 1.8279 0.9839 -0.6322 -0.074 0.054 -0.410
C -4.1734 1.9179 -0.3227 0.201 0.148 0.025
N -3.0666 2.8854 -0.1044 -0.050 -0.080 0.072
C -3.2116 4.2315 -0.1870 -0.055 -0.061 -0.004
C -1.9943 4.8014 0.0943 0.062 -0.010 0.030
N -1.1163 3.7949 0.3375 0.057 -0.049 0.000
C 0.2996 4.0085 0.7092 -0.256 -0.088 -0.047
C -1.7775 2.6241 0.2024 0.144 0.410 -0.270
Se -1.1785 0.8978 0.6114 -0.686 -0.358 0.702
H -5.1050 2.4649 -0.2082 -0.033 -0.040 -0.022
H -4.1272 1.1416 0.4380 -0.029 -0.020 -0.011
H -4.0985 1.5117 -1.3287 -0.045 -0.033 0.006
H -4.1614 4.6864 -0.4270 0.023 0.044 0.003
H -1.7027 5.8397 0.1540 -0.038 0.009 -0.010
H 0.3530 4.9135 1.3090 0.059 0.010 -0.009
H 0.8905 4.1251 -0.1966 0.053 0.041 0.035
H 0.6402 3.1700 1.3123 0.039 0.016 0.001
```
Positions in Å, forces in eV/Å.

The total energy comes out at -96280.59518 eV. Its charge is +4.

Atomic partial charges in e from the Mulliken method, atoms 1 to 5: 1.699 -1.501 0.440 -1.381 -0.578

[4]
DFT (the ωB97M-V functional and the def2-TZVPD basis) results for a structure of composition C17H22NO at a distorted geometry.

XYZ file:
```
41
Properties=species:S:1:pos:R:3:forces:R:3
C 1.9152 1.8315 -1.9661 -0.441 14.234 -6.028
H 0.8631 2.2768 -2.2530 1.586 -1.062 -0.055
H 2.1306 2.5924 -1.2120 0.965 0.492 -0.283
H 2.5653 1.9057 -2.8436 -0.064 0.115 0.207
C 1.8224 0.7312 -1.3950 0.935 -18.483 6.008
C 1.0623 0.6898 -0.1460 -1.136 0.191 -5.812
C -0.2073 0.8083 -0.2578 -14.180 2.978 -2.414
C -1.3078 1.1426 0.7495 1.276 -1.120 -0.328
C -0.7196 1.1445 1.9990 1.253 -0.369 2.816
C 0.7025 0.9786 2.2923 -2.392 -1.115 -4.128
C 1.3766 0.5730 1.0551 6.252 2.069 11.593
H 2.4685 0.5965 1.1348 0.018 -0.613 0.898
H 1.2001 1.1899 3.2452 -0.359 -0.464 -0.549
O -1.5743 1.2777 3.2054 0.223 6.077 -6.742
C -1.5716 0.5130 4.1776 3.452 -10.155 5.203
C -2.5543 -0.6679 3.9528 -4.374 7.428 7.189
H -2.2348 -1.2274 3.2817 1.905 -5.110 -6.665
H -2.8843 -1.1465 4.8652 0.204 -0.262 -0.007
N -3.9158 0.2662 3.4437 8.335 -6.752 -9.005
H -3.1200 0.9127 2.9565 -2.271 -0.467 0.502
H -4.3629 0.7478 4.0552 -4.418 3.225 5.103
H -4.2961 -0.4108 2.6641 -0.304 2.402 2.386
H -1.7587 0.8471 5.1562 0.028 1.501 1.107
H -0.4894 -0.2911 4.3280 -2.541 2.703 -0.375
H -2.5508 1.2971 0.5535 4.159 -0.559 0.305
H -0.9270 0.8514 -1.1941 2.753 -0.352 0.800
C 1.2322 -0.4111 -2.2312 -5.045 -3.486 -5.386
C 0.5369 -1.8043 -1.7169 5.447 7.811 1.584
C 0.2185 -2.7984 -2.4799 -3.851 -5.066 2.762
C -0.0360 -2.5550 -3.7548 -1.013 0.508 -6.778
C 0.2092 -1.3809 -4.4414 3.202 3.403 3.241
C 0.8787 -0.2533 -3.7172 -2.475 -10.327 8.421
H 1.1945 0.5192 -4.0984 2.867 7.893 -4.630
H 0.2775 -1.0999 -5.4685 -1.058 -0.998 -0.902
H -0.4802 -3.2738 -4.4353 0.042 -0.600 0.475
H -0.3571 -3.7964 -1.9879 2.152 2.631 -1.273
H 0.7273 -1.7606 -0.6914 -0.391 -1.059 1.784
C 3.3240 -0.2258 -0.9952 0.621 10.236 -3.834
H 3.6797 -0.2762 -2.0624 0.284 -0.198 1.369
H 3.1767 -1.1080 -0.6068 -0.950 -4.374 2.513
H 3.8951 0.6780 -0.4208 -0.696 -2.907 -1.070
```
Positions in Å, forces in eV/Å.

The total energy comes out at -21502.15328 eV. Its charge is +1.

Atomic partial charges in e from the Mulliken method, atoms 1 to 5: -2.045 0.371 0.410 0.445 2.276